Formula: C9H11OP
Source: OMol25
Level of theory: the ωB97M-V functional and the def2-TZVPD basis

Properties
ΔE to the lowest compared entry with this formula, charge and spin, kcal per mole: 30.4
Structure (SMILES): CC(=O)P(C)c1ccccc1

Structure (XYZ):
```
22
Properties=species:S:1:pos:R:3:nbo_charge:R:1
C -3.01968 -0.52416 0.45803 -0.2195
C -2.31141 0.18791 1.36934 -0.2182
C -2.48994 -0.73728 -0.82544 -0.2094
C -1.00103 0.61384 1.17388 -0.2226
C -1.27916 -0.12527 -1.11040 -0.2085
C -0.43638 0.43365 -0.06821 -0.3136
C 2.24590 -0.76513 -0.07481 0.5039
C 2.15387 -1.76900 -1.12657 -0.7783
C 1.71686 2.14674 0.62620 -0.9722
O 2.73689 -0.85123 0.99328 -0.5276
P 1.17231 1.09964 -0.71982 0.6092
H -4.13989 -0.67696 0.49931 0.2200
H -2.83953 0.06828 2.39406 0.2212
H -3.03838 -1.19513 -1.69155 0.2184
H -0.38594 1.16659 1.85235 0.2187
H -0.81111 -0.16163 -2.03602 0.2036
H 2.27116 -1.19529 -2.14272 0.2487
H 1.19338 -2.26319 -1.12087 0.2642
H 2.77160 -2.74272 -1.05864 0.2424
H 1.87591 1.62187 1.48331 0.2339
H 0.98364 2.98532 0.72801 0.2402
H 2.63093 2.68314 0.39728 0.2454
```